Here is a molecular structure, C41H53As2N6O4STl from the Open Molecules 2025 dataset. Energies are from ωB97M-V/def2-TZVPD.

Geometry as XYZ:
```
108
Properties=species:S:1:pos:R:3
Tl 0.029 -1.100 -2.017
C 2.414 2.587 -0.297
C 3.281 1.366 -0.630
As 2.822 -0.382 0.183
C 3.649 -0.218 1.954
C 4.262 0.932 2.440
C 4.809 0.957 3.717
C 4.733 -0.165 4.529
C 4.117 -1.317 4.056
C 3.583 -1.341 2.778
C 4.322 -1.295 -0.697
C 4.044 -2.110 -1.793
C 5.074 -2.701 -2.513
C 6.392 -2.481 -2.145
C 6.679 -1.682 -1.045
C 5.649 -1.093 -0.325
As 0.452 2.326 -0.565
C 0.161 4.160 -1.224
C 0.262 5.297 -0.426
C 0.140 6.563 -0.982
C -0.078 6.711 -2.346
C -0.168 5.587 -3.153
C -0.050 4.322 -2.592
C -0.142 2.634 1.272
C -1.373 3.243 1.510
C -1.832 3.435 2.805
C -1.062 3.023 3.885
C 0.161 2.409 3.660
C 0.609 2.206 2.361
H 2.698 3.404 -0.959
H 2.575 2.932 0.726
H 4.332 1.568 -0.417
H 3.216 1.162 -1.701
H 4.319 1.822 1.822
H 5.295 1.856 4.075
H 5.154 -0.143 5.527
H 4.048 -2.194 4.688
H 3.114 -2.245 2.404
H 3.015 -2.299 -2.082
H 4.840 -3.341 -3.355
H 7.198 -2.933 -2.710
H 7.706 -1.519 -0.742
H 5.885 -0.478 0.535
H 0.435 5.194 0.639
H 0.214 7.437 -0.346
H -0.170 7.700 -2.776
H -0.332 5.693 -4.219
H -0.109 3.443 -3.226
H -1.971 3.583 0.671
H -2.788 3.917 2.973
H -1.414 3.180 4.898
H 0.772 2.082 4.494
H 1.558 1.709 2.203
C -3.548 -0.443 0.706
N -2.641 -0.966 1.721
C -3.247 -1.401 2.973
C -1.316 -0.929 1.517
C -0.424 -1.426 2.629
O -0.825 -0.459 0.477
H -4.476 -1.008 0.728
H -3.089 -0.558 -0.270
H -3.761 0.617 0.886
H -4.188 -1.897 2.753
H -3.441 -0.546 3.629
H -2.608 -2.103 3.498
H -0.632 -2.466 2.879
H -0.561 -0.812 3.519
H 0.603 -1.342 2.292
O -4.805 -4.325 1.241
S -3.949 -5.004 0.296
O -4.377 -6.293 -0.162
N -3.565 -4.014 -0.929
C -2.303 -3.637 -0.888
O -1.746 -2.866 -1.708
C -1.513 -4.259 0.238
C -0.173 -4.091 0.536
C 0.362 -4.811 1.599
C -0.439 -5.662 2.356
C -1.792 -5.812 2.064
C -2.300 -5.102 0.996
H 0.437 -3.398 -0.035
H 1.414 -4.710 1.840
H -0.005 -6.213 3.181
H -2.423 -6.470 2.648
N 1.888 -4.799 -2.366
N 0.905 -3.881 -2.857
H 1.569 -5.757 -2.445
H 2.032 -4.608 -1.385
H -0.042 -4.128 -2.582
H 0.954 -3.909 -3.866
C -3.713 3.110 -1.964
C -3.885 2.146 -3.144
C -4.185 2.930 -4.419
C -5.024 1.169 -2.853
N -2.652 1.385 -3.428
N -2.255 0.479 -2.412
H -4.648 3.640 -1.771
H -2.933 3.847 -2.172
H -3.442 2.569 -1.051
H -5.104 3.508 -4.313
H -4.289 2.243 -5.259
H -3.368 3.624 -4.642
H -5.978 1.695 -2.902
H -4.934 0.732 -1.856
H -5.036 0.362 -3.590
H -1.887 2.032 -3.561
H -2.910 -0.294 -2.407
H -2.261 0.906 -1.486
```

Computed properties:
* LUMO level: 0.2 eV
* Kohn-Sham gap: 8.75 eV
* total charge: 0


Here is a molecular structure, C41H53AuBrN8O6 at a distorted geometry from the Open Molecules 2025 dataset. Energies are from ωB97M-V/def2-TZVPD.

Geometry as XYZ:
```
110
Properties=species:S:1:pos:R:3
Au 0.441 0.154 -0.197
C -2.918 -4.176 1.436
N -2.660 -2.768 1.175
C -3.827 -1.917 1.192
C -1.457 -2.341 0.692
N -1.327 -1.362 -0.184
C -2.184 -1.210 -1.277
C -2.621 -2.356 -1.923
C -3.453 -2.317 -3.048
C -3.815 -1.113 -3.574
C -3.348 0.092 -2.999
C -3.709 1.312 -3.621
C -3.242 2.500 -3.147
C -2.406 2.509 -2.023
C -2.071 1.357 -1.343
N -1.234 1.518 -0.215
C -1.517 2.405 0.731
N -2.789 2.800 0.994
C -3.096 4.177 1.341
C -3.939 1.962 0.734
N -0.560 3.007 1.466
C 0.810 3.169 1.013
C -0.763 3.283 2.883
C -2.524 0.080 -1.830
N -0.368 -2.946 1.207
C -0.270 -3.297 2.616
C 0.873 -3.080 0.466
H -3.793 -4.488 0.858
H -3.125 -4.358 2.493
H -2.070 -4.782 1.132
H -4.464 -2.226 2.021
H -4.402 -1.971 0.264
H -3.496 -0.903 1.377
H -2.303 -3.314 -1.529
H -3.791 -3.242 -3.498
H -4.447 -1.060 -4.451
H -4.350 1.278 -4.493
H -3.502 3.431 -3.633
H -2.009 3.450 -1.657
H -2.225 4.810 1.190
H -3.428 4.273 2.378
H -3.899 4.531 0.691
H -3.614 0.935 0.663
H -4.452 2.244 -0.190
H -4.635 2.056 1.568
H 0.856 3.133 -0.071
H 1.469 2.401 1.415
H 1.163 4.147 1.344
H -1.698 2.844 3.217
H -0.759 4.356 3.083
H 0.048 2.821 3.451
H -1.197 -3.072 3.134
H 0.529 -2.708 3.074
H -0.029 -4.356 2.736
H 0.733 -2.779 -0.568
H 1.189 -4.126 0.496
H 1.662 -2.463 0.900
Br 4.262 -2.709 -1.861
C 5.208 -1.361 -0.922
C 6.578 -1.543 -0.812
C 7.363 -0.570 -0.213
C 6.784 0.598 0.258
C 5.416 0.771 0.152
C 4.604 -0.209 -0.419
C 3.132 0.040 -0.388
O 2.693 1.199 -0.259
O 2.334 -0.956 -0.464
H 7.027 -2.445 -1.204
H 8.429 -0.728 -0.121
H 7.397 1.370 0.703
H 4.935 1.666 0.521
O -1.554 0.003 2.342
C -0.374 -0.019 2.668
O 0.649 0.044 1.868
C 0.019 -0.150 4.114
C -0.984 -0.171 5.072
C -0.690 -0.288 6.431
C 0.637 -0.385 6.770
O 1.181 -0.514 8.009
C 2.597 -0.549 7.829
O 2.860 -0.485 6.428
C 1.645 -0.365 5.814
C 1.373 -0.249 4.479
H -2.010 -0.096 4.739
H -1.462 -0.303 7.188
H 2.995 -1.480 8.234
H 3.050 0.311 8.327
H 2.153 -0.228 3.731
C 1.075 -1.996 -4.864
C 0.066 -0.849 -4.890
N 0.634 0.453 -4.533
C 1.226 1.267 -5.597
C 2.736 1.087 -5.729
C 0.721 0.816 -3.247
C 1.103 2.223 -2.907
N 0.433 -0.010 -2.285
H 0.554 -2.949 -4.961
H 1.644 -2.006 -3.931
H 1.781 -1.914 -5.689
H -0.771 -1.051 -4.217
H -0.362 -0.748 -5.887
H 0.982 2.315 -5.429
H 0.740 0.975 -6.527
H 3.242 1.290 -4.785
H 3.127 1.772 -6.481
H 2.985 0.070 -6.030
H 0.431 2.927 -3.398
H 2.126 2.444 -3.210
H 1.041 2.350 -1.832
H 0.250 -0.970 -2.540
```

Computed properties:
* LUMO level: -3.9 eV
* Kohn-Sham gap: 5.72 eV
* energy relative to the best compared isomer or geometry (same formula, charge and spin): 26.1 kcal per mole
* total charge: +1


Here is a molecular structure, C41H55BFeN8S from the Open Molecules 2025 dataset. Energies are from ωB97M-V/def2-TZVPD.

Geometry as XYZ:
```
107
Properties=species:S:1:pos:R:3
Fe -0.237 0.308 -0.043
C 3.769 1.186 -2.729
C 3.112 1.412 -1.368
C 3.901 2.441 -0.551
C 2.990 0.131 -0.595
C 3.994 -0.809 -0.356
C 3.411 -1.789 0.427
C 4.014 -3.071 0.923
C 3.564 -4.227 0.021
C 5.537 -2.984 0.977
N 2.130 -1.432 0.638
N 1.861 -0.258 0.011
B 1.064 -2.119 1.498
N 0.527 -1.136 2.550
N -0.182 -0.030 2.182
C -0.647 0.511 3.319
C -0.209 -0.237 4.413
C 0.526 -1.279 3.888
C 1.276 -2.362 4.610
C 0.740 -2.552 6.027
C 2.769 -2.010 4.644
C -1.510 1.738 3.399
C -0.666 2.984 3.129
C -2.704 1.621 2.455
N -0.140 -2.578 0.631
N -0.922 -1.658 -0.003
C -1.971 -2.314 -0.526
C -1.846 -3.669 -0.244
C -0.677 -3.800 0.494
C -0.138 -5.063 1.101
C -1.113 -5.578 2.166
C 0.096 -6.121 0.020
C -3.120 -1.621 -1.216
C -4.174 -2.629 -1.663
C -2.670 -0.777 -2.408
H 3.793 2.116 -3.298
H 3.229 0.441 -3.315
H 4.797 0.841 -2.605
H 2.099 1.786 -1.530
H 4.911 2.075 -0.359
H 3.429 2.632 0.416
H 3.980 3.385 -1.094
H 5.013 -0.778 -0.700
H 3.643 -3.263 1.931
H 3.952 -4.089 -0.990
H 2.475 -4.277 -0.033
H 3.934 -5.179 0.404
H 5.962 -2.933 -0.028
H 5.941 -3.871 1.464
H 5.867 -2.109 1.537
H 1.547 -3.054 2.047
H -0.416 -0.040 5.451
H 1.154 -3.300 4.066
H 0.939 -1.670 6.639
H 1.234 -3.401 6.500
H -0.335 -2.737 6.027
H 2.927 -1.114 5.248
H 3.153 -1.813 3.641
H 3.346 -2.824 5.085
H -1.887 1.797 4.421
H -0.166 2.901 2.168
H 0.105 3.098 3.893
H -1.282 3.886 3.125
H -2.368 1.435 1.439
H -3.301 2.535 2.464
H -3.345 0.788 2.747
H -2.519 -4.460 -0.526
H 0.813 -4.851 1.587
H -2.076 -5.828 1.717
H -1.283 -4.826 2.939
H -0.713 -6.476 2.640
H -0.845 -6.413 -0.451
H 0.546 -7.011 0.461
H 0.766 -5.753 -0.759
H -3.578 -0.951 -0.476
H -3.758 -3.322 -2.396
H -5.014 -2.112 -2.125
H -4.558 -3.205 -0.820
H -2.135 -1.389 -3.136
H -2.008 0.032 -2.107
H -3.538 -0.339 -2.908
N 0.138 -1.064 -7.664
C 0.210 -0.789 -6.551
C 0.306 -0.433 -5.156
C 0.675 -1.397 -4.220
C 0.800 -1.044 -2.880
C 0.513 0.255 -2.549
C 0.179 1.249 -3.434
C 0.057 0.885 -4.771
H 0.872 -2.412 -4.537
H 1.109 -1.776 -2.143
H 0.014 2.275 -3.131
H -0.221 1.620 -5.515
S -3.186 3.873 -0.774
C -2.536 2.306 -0.904
N -1.263 2.182 -0.664
C -0.701 3.426 -0.358
C 0.637 3.663 -0.044
C 1.019 4.942 0.287
C 0.086 5.990 0.309
C -1.237 5.772 -0.007
C -1.618 4.475 -0.354
H -3.170 1.471 -1.170
H 1.349 2.849 -0.048
H 2.049 5.144 0.549
H 0.408 6.983 0.589
H -1.958 6.579 0.014
```

Computed properties:
* LUMO level (alpha / beta): -2.8 / -4.4 eV
* Kohn-Sham gap (alpha / beta): 8.55 / 6.93 eV
* energy relative to the best compared isomer or geometry (same formula, charge and spin): 3.1 kcal per mole
* total charge: +1
* 2S+1: 6


Here is a molecular structure, C41H55N6O2SbSi3Ti at a distorted geometry from the Open Molecules 2025 dataset. Energies are from ωB97M-V/def2-TZVPD.

Geometry as XYZ:
```
109
Properties=species:S:1:pos:R:3
Ti 0.156 -1.170 0.419
O -1.388 -3.669 -3.152
C -2.309 -4.347 -2.433
C -3.209 -5.169 -3.104
C -4.172 -5.867 -2.406
C -4.247 -5.760 -1.022
C -3.350 -4.961 -0.345
C -2.368 -4.245 -1.030
C -1.390 -3.444 -0.297
O -0.584 -2.614 -0.914
N -1.252 -3.609 1.000
N -0.267 -2.792 1.427
C 0.496 -3.115 2.453
C 1.667 -2.347 2.571
C 2.610 -2.509 3.605
C 3.771 -1.781 3.590
C 4.004 -0.921 2.505
C 3.038 -0.792 1.534
N 1.862 -1.439 1.549
H -0.870 -3.155 -2.488
H -3.126 -5.241 -4.178
H -4.863 -6.498 -2.948
H -5.004 -6.304 -0.481
H -3.374 -4.863 0.728
H 0.286 -3.973 3.084
H 2.389 -3.208 4.396
H 4.496 -1.869 4.384
H 4.921 -0.358 2.434
H 3.218 -0.145 0.681
C 2.041 2.087 1.718
Sb -0.136 2.124 1.433
C -0.834 -0.004 1.858
C -0.356 -0.130 3.225
C -0.624 -1.214 4.090
C -0.034 -1.255 5.332
C 0.800 -0.216 5.737
C 0.942 0.852 4.876
N 0.378 0.899 3.679
Si -2.747 -0.140 1.893
C -3.307 1.253 3.093
C -3.896 0.087 0.365
C -3.487 -1.751 2.645
C 0.046 2.661 -0.840
C -0.433 1.519 -1.642
C -0.479 1.612 -3.033
C -1.113 0.641 -3.790
C -1.799 -0.364 -3.106
C -1.698 -0.408 -1.736
N -0.934 0.430 -0.994
Si -1.362 4.012 -0.878
C -1.805 4.719 -2.603
C -3.046 3.393 -0.232
C -0.815 5.500 0.182
Si 1.718 3.366 -1.494
C 2.523 4.684 -0.372
C 2.976 1.974 -1.929
C 1.720 4.368 -3.134
H 2.288 1.227 2.325
H 2.297 2.979 2.285
H 2.598 2.085 0.790
H -1.303 -1.990 3.781
H -0.233 -2.084 5.998
H 1.293 -0.228 6.697
H 1.520 1.725 5.153
H -2.876 2.214 2.818
H -2.979 1.034 4.103
H -4.386 1.358 3.108
H -3.473 0.694 -0.422
H -4.810 0.571 0.697
H -4.182 -0.872 -0.059
H -3.444 -1.740 3.730
H -2.990 -2.649 2.283
H -4.537 -1.827 2.371
H -0.064 2.479 -3.516
H -1.119 0.692 -4.870
H -2.400 -1.088 -3.634
H -2.267 -1.137 -1.177
H -2.256 3.976 -3.254
H -0.947 5.132 -3.117
H -2.524 5.527 -2.486
H -3.561 2.812 -0.991
H -3.694 4.225 0.024
H -2.937 2.777 0.654
H -0.223 6.194 -0.403
H -0.228 5.177 1.035
H -1.673 6.048 0.555
H 2.557 4.430 0.677
H 1.971 5.611 -0.465
H 3.538 4.881 -0.702
H 3.089 1.213 -1.165
H 3.962 2.398 -2.096
H 2.694 1.482 -2.855
H 1.043 5.210 -3.073
H 1.469 3.797 -4.020
H 2.712 4.779 -3.297
N 1.542 -1.064 -1.465
C 2.818 -1.491 -1.980
C 3.703 -2.219 -1.199
C 4.959 -2.536 -1.689
C 5.325 -2.160 -2.970
C 4.419 -1.494 -3.779
C 3.171 -1.165 -3.287
H 0.822 -1.563 -1.996
H 1.420 -0.074 -1.706
H 3.409 -2.534 -0.207
H 5.658 -3.068 -1.063
H 6.310 -2.396 -3.340
H 4.687 -1.221 -4.790
H 2.460 -0.653 -3.921
```

Computed properties:
* LUMO level (alpha / beta): 0.1 / -0.6 eV
* Kohn-Sham gap (alpha / beta): 6.15 / 6.73 eV
* total charge: 0
* 2S+1: 3


| no. | E_tot (eV) |
| --- | --- |
| 1 | -197713.0791 |
| 2 | -141312.5036 |
| 3 | -101227.2131 |
| 4 | -109734.0682 |